(i)
Density functional theory data (ωB97M-V with the def2-TZVPD basis set) for a cluster of 2 separate species, C3H8O2 in total.

Geometry (Å):
O: 0.0742 -1.5436 -1.1163
C: 0.0904 -1.2519 0.0588
C: 1.2106 -0.3637 0.5788
O: 1.6700 0.4316 -0.4807
H: -0.6905 -1.6171 0.7504
H: 0.8967 0.2677 1.4191
H: 2.0072 -1.0343 0.9311
H: 1.3942 -0.0640 -1.2747
C: -1.3349 1.0220 -0.1692
H: -1.5947 2.0476 -0.4071
H: -1.5139 0.8306 0.8950
H: -1.9320 0.3281 -0.7661
H: -0.2773 0.9469 -0.4190

SMILES: O=CCO.C
HOMO: -0.3816 hartree
Net charge: 0
LUMO energy: 0.032 hartree

=====

(ii)
Density functional theory data (ωB97M-V with the def2-TZVPD basis set) for an isolated molecule of C3H8O2.

Geometry (Å):
C: -1.6146 0.2572 0.2886
C: -0.3207 -0.4380 -0.0954
O: -0.2374 -0.4324 -1.5038
C: 0.9451 0.2224 0.4510
O: 2.0405 -0.4149 -0.2124
H: -1.6078 1.3060 -0.0290
H: -1.8018 0.2069 1.3663
H: -2.4401 -0.2412 -0.2292
H: -0.3467 -1.4744 0.2853
H: 0.6987 -0.6244 -1.6849
H: 0.9289 1.2978 0.2268
H: 1.0394 0.0918 1.5371
H: 2.7165 0.2434 -0.4004

SMILES: C[C@@H](O)CO
HOMO: -0.3706 hartree
Net charge: 0
LUMO energy: 0.029 hartree

=====

In terms of stability, (ii) leads; the second structure lies 78.6 kJ/mol higher.